Entry from the Open Molecules 2025 dataset: 14 unconnected molecules or ions with the total composition C9H46O14 at a distorted geometry (ωB97M-V/def2-TZVPD).

Geometry as XYZ:
```
69
Properties=species:S:1:pos:R:3:mulliken_charge:R:1
O 2.225 -3.148 -0.030 -0.6638
H 1.512 -3.194 0.607 0.1985
H 2.081 -3.897 -0.607 0.2893
O -1.233 -4.471 -2.075 -0.6969
H -1.744 -4.160 -1.328 0.4582
H -1.884 -4.657 -2.751 0.2763
O -1.145 2.203 0.940 -0.7177
H -1.436 3.032 0.559 0.2308
H -0.190 2.262 0.940 0.3495
O -1.681 -0.364 -3.765 -0.6934
H -1.397 -0.387 -2.852 0.2489
H -1.235 -1.107 -4.173 0.3285
O -0.046 -2.693 -3.657 -0.5663
H -0.230 -3.388 -3.025 0.3463
H 0.743 -2.987 -4.114 0.2817
O 1.713 2.166 0.820 -0.6537
H 2.013 1.274 0.640 0.3226
H 2.476 2.604 1.197 0.2863
O -3.142 -3.779 -0.240 -0.6382
H -3.560 -2.960 -0.506 0.3063
H -3.657 -4.462 -0.669 0.2787
C -0.290 6.198 -0.410 -1.2903
C -1.325 5.221 -0.883 0.5093
C -0.670 4.039 -1.602 -1.3138
O -1.928 4.695 0.292 -0.6303
H 0.327 6.536 -1.242 0.3348
H 0.409 5.595 0.171 0.2630
H -0.666 7.076 0.115 0.4222
H -2.155 5.659 -1.437 0.3492
H -0.393 4.253 -2.634 0.5376
H -1.361 3.196 -1.607 0.3457
H 0.262 3.782 -1.098 0.0738
H -2.418 5.434 0.661 0.3207
C 1.468 -0.864 3.212 0.0989
O 2.005 -1.461 4.344 -0.5954
H 0.522 -0.417 3.519 0.2954
H 2.200 -0.124 2.886 0.0797
H 1.378 -1.547 2.367 -0.1462
H 1.316 -2.048 4.664 0.3406
C -0.686 -4.244 2.581 -0.6611
O -0.457 -3.878 1.287 -0.3041
H -1.048 -5.271 2.637 0.2988
H 0.248 -4.066 3.114 0.2019
H -1.472 -3.676 3.079 0.2533
H -1.302 -3.859 0.832 0.1414
C 3.982 0.088 0.339 -0.8160
O 2.753 -0.283 -0.202 -0.0813
H 3.772 0.435 1.351 0.2970
H 4.632 -0.784 0.406 0.2928
H 4.486 0.918 -0.155 0.3076
H 2.552 -1.164 0.122 0.0288
C -0.684 -1.051 -0.517 0.7014
O -1.223 0.117 -1.102 -0.6245
H -0.488 -1.797 -1.287 -0.2479
H 0.300 -0.829 -0.104 0.1671
H -1.370 -1.529 0.182 -0.0496
H -1.212 0.810 -0.437 0.2643
C -2.215 -0.309 3.013 -0.3242
O -1.917 1.024 3.348 -0.5051
H -3.222 -0.302 2.596 0.3829
H -1.553 -0.715 2.248 -0.1649
H -2.127 -0.856 3.952 0.3011
H -1.580 1.275 2.485 0.4401
C 1.564 1.269 -3.020 -0.1192
O 2.943 0.901 -2.704 -0.6124
H 0.867 0.434 -2.954 0.1328
H 1.169 2.107 -2.446 -0.0585
H 1.537 1.518 -4.081 0.3579
H 2.884 0.608 -1.791 0.4330
```

The value obtained for the energy relative to the best compared isomer or geometry (same formula, charge and spin) is 33.8 kcal/mol. For the HOMO energy, the calculation gives -9.42 eV. The total energy is -1423.7472 Eh.

Entry from the Open Molecules 2025 dataset: a molecular structure, C9H4BrN4OS2Sn (ωB97M-V/def2-TZVPD).

Geometry as XYZ:
```
22
Properties=species:S:1:pos:R:3:mulliken_charge:R:1
Sn -0.448 0.586 -1.135 0.6968
S 0.780 -1.874 -1.675 0.0583
C 2.168 -1.246 -2.735 0.9645
C 3.115 -2.278 -3.116 -0.1693
N 3.834 -3.138 -3.377 -0.2564
C 2.778 0.072 -2.354 0.4228
S 1.936 1.325 -1.584 -0.2673
C 4.012 0.370 -2.975 -0.1333
N 5.030 0.586 -3.483 -0.3165
O 1.159 -0.951 -3.783 -0.0721
N 0.042 -1.036 -3.023 -0.1843
Br -0.685 2.970 0.903 -0.2007
C -1.558 1.587 1.883 0.6729
C -2.326 1.900 2.983 -0.5003
C -2.929 0.838 3.640 -0.1998
C -2.726 -0.454 3.179 -0.6034
C -1.925 -0.643 2.069 -0.1914
N -1.344 0.374 1.421 -0.2510
H -2.445 2.924 3.310 0.3741
H -3.556 1.025 4.503 0.4105
H -3.178 -1.303 3.672 0.3854
H -1.734 -1.635 1.677 0.3606
```

The value obtained for the energy relative to the best compared isomer or geometry (same formula, charge and spin) is 63.1 kcal/mol. For the HOMO energy (spin up / spin down), the calculation gives -11.93 / -13.35 eV. The total energy is -4223.8809 Eh. Its net charge is +1.